No. 1
The following is a quantum chemistry calculation of C21H37AlBr3Cl2F2I2InMgN6O11S2 as an isolated structure, from OMol25.

Computed properties:
Energy relative to the best compared isomer or geometry (same formula, charge and spin): 40.48 kcal/mol
LUMO energy: -9.90 eV
Net charge: +2
2S+1: 1
Kohn-Sham gap: 0.0447 Eh
Max |F|: 5.45 eV/A

Geometry (Å):
1 C 4.02 0.22 1.90
2 C 3.15 1.34 1.16
3 I 1.86 2.39 2.61
4 C 2.23 0.61 0.08
5 I 1.57 2.03 -1.47
6 In 0.45 -0.37 1.11
7 Br 1.04 -1.27 3.53
8 N -0.01 -2.19 -0.02
9 C 0.97 -2.97 0.33
10 S 2.45 -3.67 0.22
11 S -1.62 1.10 1.13
12 O -1.83 1.90 -0.13
13 O -1.65 2.11 2.25
14 F -2.92 0.09 1.41
15 H 4.36 0.55 2.91
16 H 3.49 -0.77 1.92
17 H 4.95 0.06 1.28
18 H 3.80 2.12 0.68
19 H 2.78 -0.21 -0.44
20 C 5.88 6.04 -4.69
21 C 5.86 4.66 -4.82
22 C 5.62 3.85 -3.72
23 C 5.41 4.44 -2.48
24 C 5.44 5.83 -2.33
25 C 5.67 6.62 -3.44
26 N 5.14 3.61 -1.32
27 O 5.14 2.40 -1.46
28 O 4.92 4.16 -0.25
29 H 6.05 6.67 -5.55
30 H 6.02 4.21 -5.80
31 H 5.61 2.77 -3.84
32 H 5.27 6.29 -1.36
33 H 5.69 7.70 -3.34
34 Br -2.72 -5.80 -3.71
35 C -3.49 -4.87 -2.19
36 C -2.41 -4.39 -1.26
37 Br -1.68 -5.85 -0.19
38 H -4.19 -5.56 -1.71
39 H -4.05 -4.04 -2.61
40 H -2.82 -3.68 -0.53
41 H -1.57 -3.93 -1.78
42 Mg -3.14 3.64 0.40
43 C -7.17 5.33 -1.89
44 C -6.95 6.79 -2.31
45 O -7.44 7.64 -1.56
46 O -6.28 6.91 -3.36
47 H -7.75 5.27 -0.97
48 H -7.71 4.80 -2.67
49 H -6.21 4.85 -1.73
50 F -0.44 -5.99 -5.12
51 C 3.37 7.16 1.84
52 O 3.31 8.32 2.23
53 N 2.26 6.45 1.49
54 N 4.54 6.48 1.72
55 H 2.29 5.50 1.16
56 H 1.37 6.92 1.56
57 H 5.38 6.97 1.97
58 H 4.59 5.53 1.40
59 C -2.20 -10.62 3.26
60 N -3.01 -9.54 3.95
61 C -3.75 -10.17 5.11
62 C -4.00 -8.97 2.98
63 C -2.10 -8.45 4.52
64 C -1.29 -7.67 3.49
65 O -0.42 -8.53 2.77
66 H -2.85 -11.48 3.12
67 H -1.87 -10.27 2.29
68 H -1.36 -10.89 3.90
69 H -4.41 -10.94 4.71
70 H -4.33 -9.39 5.61
71 H -3.02 -10.60 5.79
72 H -3.48 -8.58 2.11
73 H -4.56 -8.18 3.48
74 H -4.67 -9.77 2.67
75 H -1.43 -8.95 5.22
76 H -2.74 -7.76 5.07
77 H -0.68 -6.92 4.01
78 H -1.94 -7.14 2.79
79 H 0.08 -7.99 2.14
80 Al -0.80 -3.43 1.74
81 N -3.48 6.90 -4.76
82 O -2.96 7.67 -3.96
83 O -3.25 5.69 -4.68
84 O -4.24 7.32 -5.62
85 C 2.06 8.43 -3.65
86 Cl 2.13 7.19 -2.39
87 Cl 3.67 8.84 -4.24
88 H 1.46 8.07 -4.48
89 H 1.60 9.33 -3.23

---

No. 2
The following is a quantum chemistry calculation of one molecule with the formula C27H31N7O, from OMol25.

Computed properties:
LUMO energy: 0.10 eV
Net charge: 0
2S+1: 1
Kohn-Sham gap: 0.2792 Eh
Max |F|: 1.58 eV/A
SMILES: Cc1ccc2cc([C@@H](c3nnnn3C3CCCC3)N3CCN(c4ccccc4)CC3)c(=O)[nH]c2c1

Geometry (Å):
1 C -2.28 -1.12 -6.98
2 C -2.08 -0.70 -5.55
3 C -3.08 -0.96 -4.61
4 C -2.93 -0.59 -3.30
5 C -1.76 0.07 -2.88
6 C -1.54 0.48 -1.53
7 C -0.40 1.09 -1.15
8 C -0.07 1.50 0.27
9 C -1.22 2.12 0.98
10 N -2.49 1.78 0.92
11 N -3.14 2.58 1.76
12 N -2.34 3.38 2.33
13 N -1.12 3.14 1.87
14 C 0.07 3.82 2.33
15 C 0.84 2.91 3.30
16 C 0.24 3.26 4.65
17 C 0.14 4.78 4.59
18 C -0.29 5.07 3.15
19 N 0.44 0.43 1.13
20 C -0.45 -0.69 1.37
21 C -0.09 -1.94 0.57
22 N 1.24 -2.37 0.95
23 C 1.64 -3.68 0.85
24 C 2.76 -4.15 1.54
25 C 3.16 -5.47 1.42
26 C 2.44 -6.36 0.64
27 C 1.33 -5.91 -0.04
28 C 0.93 -4.59 0.06
29 C 2.12 -1.33 1.42
30 C 1.77 -0.02 0.73
31 C 0.64 1.41 -2.13
32 O 1.67 2.01 -1.89
33 N 0.38 0.98 -3.41
34 C -0.76 0.33 -3.82
35 C -0.93 -0.06 -5.15
36 H -3.16 -0.64 -7.39
37 H -1.41 -0.87 -7.59
38 H -2.44 -2.20 -7.03
39 H -3.98 -1.46 -4.92
40 H -3.70 -0.79 -2.57
41 H -2.33 0.30 -0.81
42 H 0.74 2.23 0.21
43 H 0.67 4.06 1.44
44 H 1.90 3.18 3.27
45 H 0.74 1.86 3.03
46 H 0.86 2.91 5.48
47 H -0.75 2.82 4.74
48 H -0.57 5.17 5.31
49 H 1.11 5.22 4.79
50 H 0.21 5.95 2.75
51 H -1.36 5.24 3.09
52 H -1.48 -0.39 1.15
53 H -0.40 -0.94 2.44
54 H -0.81 -2.73 0.81
55 H -0.15 -1.73 -0.51
56 H 3.32 -3.49 2.18
57 H 4.03 -5.81 1.97
58 H 2.75 -7.39 0.56
59 H 0.76 -6.59 -0.66
60 H 0.06 -4.27 -0.51
61 H 2.06 -1.20 2.51
62 H 3.15 -1.59 1.16
63 H 1.86 -0.16 -0.36
64 H 2.49 0.76 1.02
65 H 1.09 1.20 -4.10
66 H -0.14 0.16 -5.87

---

No. 3
The following is a quantum chemistry calculation of C38H34N4O2OsP as an isolated structure, from OMol25.

Computed properties:
Energy relative to the best compared isomer or geometry (same formula, charge and spin): 27.00 kcal/mol
LUMO energy (alpha / beta): -10.18 / -10.18 eV
Net charge: +3
2S+1: 1
Kohn-Sham gap (alpha / beta): 0.1799 / 0.1828 Eh
Max |F|: 2.23 eV/A

Geometry (Å):
1 Os 0.06 -1.47 -0.26
2 C -2.87 -2.23 -0.79
3 C -3.22 -0.96 0.00
4 C -2.44 0.26 -0.40
5 C -3.20 1.45 -0.68
6 C -2.62 2.65 -0.55
7 C -1.22 2.69 -0.05
8 C -0.42 1.51 -0.63
9 N -1.14 0.25 -0.43
10 N -1.63 -2.88 -0.30
11 C -1.17 -3.89 -1.29
12 C 0.30 -4.21 -1.10
13 C 0.83 -5.43 -1.50
14 C 2.20 -5.64 -1.38
15 C 2.99 -4.64 -0.83
16 C 2.38 -3.46 -0.43
17 N 1.07 -3.23 -0.59
18 C -1.87 -3.54 1.01
19 C -1.41 -2.74 2.21
20 C -2.00 -2.89 3.46
21 C -1.43 -2.26 4.55
22 C -0.28 -1.49 4.37
23 C 0.22 -1.36 3.08
24 N -0.34 -1.96 2.04
25 H -3.70 -2.93 -0.72
26 H -2.74 -1.97 -1.84
27 H -4.28 -0.76 -0.15
28 H -3.07 -1.13 1.07
29 H -4.24 1.35 -0.96
30 H -3.15 3.57 -0.71
31 H -0.74 3.64 -0.28
32 H 1.10 1.69 -2.12
33 H -1.77 -4.81 -1.23
34 H -1.30 -3.49 -2.30
35 H 0.19 -6.20 -1.91
36 H 2.64 -6.58 -1.70
37 H 4.05 -4.77 -0.71
38 H 2.97 -2.67 0.00
39 H -2.93 -3.80 1.13
40 H -1.30 -4.48 1.04
41 H -2.88 -3.50 3.58
42 H -1.87 -2.36 5.53
43 H 0.21 -1.02 5.20
44 H 1.09 -0.75 2.88
45 O 3.60 -1.02 -1.62
46 C 2.96 -0.12 -1.14
47 O 1.65 -0.19 -0.93
48 C 3.47 1.21 -0.71
49 C 4.75 1.65 -1.02
50 C 5.16 2.89 -0.56
51 C 4.31 3.67 0.21
52 C 3.04 3.23 0.55
53 C 2.61 1.99 0.08
54 P 1.05 1.19 0.56
55 C -0.01 1.76 -2.14
56 C -0.42 0.69 -3.08
57 C -0.80 0.95 -4.36
58 C -0.90 2.26 -4.84
59 C -0.61 3.33 -3.98
60 C -0.22 3.12 -2.69
61 C 0.28 2.28 1.82
62 C 0.87 2.79 2.95
63 C 0.19 3.74 3.72
64 C -1.09 4.20 3.35
65 C -1.74 3.66 2.28
66 C -1.15 2.54 1.51
67 H 5.40 1.03 -1.62
68 H 6.15 3.25 -0.79
69 H 4.64 4.64 0.56
70 H 2.41 3.84 1.18
71 H -0.33 -0.34 -2.74
72 H -1.02 0.13 -5.03
73 H -1.21 2.45 -5.85
74 H -0.70 4.34 -4.35
75 H 0.05 3.97 -2.08
76 H 1.88 2.51 3.21
77 H 0.67 4.16 4.59
78 H -1.55 4.98 3.92
79 H -2.73 3.99 2.01
80 H -1.74 1.64 1.75

---

No. 4
The following is a quantum chemistry calculation of C18H35InN7O3Si as an isolated structure, from OMol25.

Computed properties:
Energy relative to the best compared isomer or geometry (same formula, charge and spin): 0.00 kcal/mol
LUMO energy: -2.52 eV
Net charge: +1
2S+1: 1
Kohn-Sham gap: 0.3406 Eh
Max |F|: 0.49 eV/A

Geometry (Å):
1 In 0.49 0.63 -0.46
2 N 0.31 0.84 1.90
3 C 0.91 -0.43 2.42
4 C 0.66 -0.64 3.91
5 C 1.71 -1.52 4.60
6 C 1.61 -3.03 4.36
7 N 0.51 -3.62 5.13
8 C -0.38 -4.52 4.71
9 N -0.58 -4.73 3.42
10 N -1.07 -5.22 5.62
11 C 0.40 -1.55 1.49
12 O -0.27 -2.48 1.94
13 O 0.74 -1.39 0.27
14 H 0.85 1.64 2.21
15 H -0.63 0.95 2.28
16 H 1.98 -0.35 2.22
17 H -0.34 -1.05 4.06
18 H 0.69 0.34 4.40
19 H 1.68 -1.34 5.67
20 H 2.71 -1.21 4.28
21 H 2.54 -3.51 4.69
22 H 1.47 -3.26 3.31
23 H 0.54 -3.46 6.13
24 H -0.41 -3.97 2.75
25 H -1.25 -5.43 3.15
26 H -0.79 -5.23 6.59
27 H -1.81 -5.84 5.35
28 O 2.51 1.02 -0.18
29 N 2.87 2.08 -0.91
30 C 4.13 2.35 -0.84
31 C 4.61 3.47 -1.61
32 N 5.00 4.37 -2.21
33 C 5.04 1.59 -0.04
34 N 5.77 0.98 0.62
35 C -2.80 -0.01 -1.61
36 Si -1.33 0.99 -2.20
37 C -0.57 0.19 -3.74
38 C -1.43 0.47 -4.98
39 C 0.87 0.67 -4.00
40 C -0.53 -1.33 -3.49
41 C -1.74 2.84 -2.20
42 C -2.17 3.24 -0.78
43 C -2.90 3.13 -3.15
44 C -0.52 3.68 -2.60
45 H -3.49 -0.20 -2.43
46 H -3.34 0.51 -0.82
47 H -2.48 -0.98 -1.22
48 H -1.39 1.52 -5.27
49 H -2.47 0.19 -4.83
50 H -1.05 -0.11 -5.83
51 H 0.92 1.75 -4.17
52 H 1.26 0.18 -4.89
53 H 1.54 0.43 -3.18
54 H -1.53 -1.75 -3.41
55 H 0.03 -1.59 -2.59
56 H -0.04 -1.82 -4.33
57 H -3.11 2.78 -0.49
58 H -2.30 4.32 -0.73
59 H -1.41 2.98 -0.02
60 H -3.78 2.52 -2.93
61 H -2.63 2.98 -4.19
62 H -3.21 4.18 -3.05
63 H 0.36 3.48 -1.98
64 H -0.75 4.75 -2.49
65 H -0.24 3.52 -3.64

---

Question: Which value of net charge does entry 4 give?
Answer: +1

---

Question: What is the max |F| in the first record?
Answer: 5.45 eV/A

---

Question: Number 2 is which compound?
Answer: C27H31N7O